Record 1
C5H5NO2 | wB97M-V/def2-TZVPD

Cartesian coordinates (Å):
H1 2.219 0.456 1.349
N1 1.298 0.896 1.239
C1 0.557 0.232 0.426
C2 0.941 -1.000 -0.289
C3 -0.380 -1.478 -0.846
O1 -0.541 -2.557 -1.395
O2 -1.386 -0.542 -0.696
C4 -0.828 0.507 0.023
C5 -1.452 1.666 0.243
H2 1.621 -0.754 -1.109
H3 1.370 -1.734 0.394
H4 -0.957 2.474 0.774
H5 -2.461 1.834 -0.114

E_HOMO = -9.820 eV
LUMO level = -0.002 eV
Spin multiplicity = 1
Structure (SMILES) = [H]/N=C1\CC(=O)OC1=C
ΔE to the lowest compared entry with this formula, charge and spin = 1.129 eV
Gap between HOMO and LUMO = 9.8 eV
Maximum force = 3.45 eV/Å
Net charge = 0

=====

Record 2
C5H5Cl2NO2S | wB97M-V/def2-TZVPD

Cartesian coordinates (Å):
C1 -1.999 -0.386 0.191
C2 -1.543 -0.789 1.374
C3 0.456 -0.306 -0.625
C4 -1.026 0.051 -0.838
C5 -0.093 -0.726 1.661
N1 0.766 -0.370 0.814
O1 3.403 1.126 -1.923
O2 1.216 0.573 -1.342
S1 2.675 0.978 -0.696
Cl1 2.123 2.887 -0.170
Cl2 0.489 -1.390 3.095
H1 -3.050 -0.192 -0.193
H2 -2.282 -1.187 2.182
H3 0.875 -1.267 -0.895
H4 -1.177 -0.083 -1.868
H5 -0.832 1.080 -0.769

E_HOMO = -9.711 eV
LUMO level = -0.247 eV
Spin multiplicity = 1
ΔE to the lowest compared entry with this formula, charge and spin = 1.615 eV
Gap between HOMO and LUMO = 9.5 eV
Maximum force = 3.60 eV/Å
Net charge = 0

=====

Record 3
C8H9NOS | wB97M-V/def2-TZVPD

Cartesian coordinates (Å):
C1 3.735 1.602 -0.423
C2 3.140 0.205 -0.087
O1 3.875 -0.693 0.353
N1 1.794 -0.017 -0.335
C3 1.241 -1.282 0.147
C4 -0.089 -1.555 0.247
C5 -1.182 -0.634 0.138
C6 -1.240 0.684 0.729
C7 -2.478 1.288 0.641
S1 -3.555 0.369 -0.333
C8 -2.407 -0.960 -0.488
H1 3.733 2.351 0.423
H2 4.782 1.402 -0.653
H3 3.193 2.020 -1.335
H4 1.226 0.832 -0.558
H5 2.010 -2.006 0.138
H6 -0.164 -2.611 0.324
H7 -0.430 1.204 1.134
H8 -2.689 2.288 0.975
H9 -2.661 -1.807 -1.034

E_HOMO = -8.256 eV
LUMO level = 0.613 eV
Spin multiplicity = 1
Structure (SMILES) = CC(=O)N/C=C\c1ccsc1
ΔE to the lowest compared entry with this formula, charge and spin = 1.324 eV
Gap between HOMO and LUMO = 8.9 eV
Maximum force = 3.82 eV/Å
Net charge = 0

=====

Look up the net charge of the third one.
0

=====

Which value of ΔE to the lowest compared entry with this formula, charge and spin does entry 2 give?
1.615 eV

=====

What is the LUMO level in the third record?
0.613 eV